{
  "formula": "C39H43As2ClLaSi2",
  "method": "wB97M-V/def2-TZVPD",
  "elements": ["C", "C", "C", "H", "C", "C", "H", "H", "H", "H", "La", "Si", "C", "C", "H", "C", "H", "C", "H", "C", "H", "C", "H", "C", "C", "H", "C", "H", "C", "H", "C", "H", "C", "H", "H", "Si", "C", "C", "H", "C", "H", "C", "H", "C", "H", "C", "H", "C", "C", "H", "C", "H", "C", "H", "C", "H", "C", "H", "H", "Cl", "C", "As", "C", "C", "C", "C", "C", "C", "C", "As", "C", "C", "H", "H", "H", "H", "H", "H", "H", "H", "H", "H", "H", "H", "H", "H", "H", "H"],
  "positions_angstrom": [[-1.7352, -0.7789, 4.4720], [-2.5795, -0.1375, 3.4964], [-2.6570, -1.0030, 2.3468], [-3.0392, 0.8498, 3.5994], [-1.8658, -2.1740, 2.6065], [-1.2904, -2.0457, 3.9173], [-0.6003, -2.7431, 4.3944], [-1.4410, -0.3706, 5.4426], [-3.2070, -0.7943, 1.4217], [-1.6768, -2.9866, 1.8935], [-0.2323, -0.2355, 2.6310], [2.8749, 0.0734, -6.1019], [1.8936, 1.5666, -6.5960], [2.3036, 2.3947, -7.6602], [3.2027, 2.1471, -8.2202], [1.5670, 3.5281, -8.0150], [1.9002, 4.1557, -8.8424], [0.4044, 3.8615, -7.3174], [-0.1686, 4.7430, -7.5939], [-0.0187, 3.0509, -6.2627], [-0.9283, 3.2992, -5.7155], [0.7176, 1.9132, -5.9071], [0.3629, 1.2887, -5.0878], [1.9702, -1.4784, -6.5380], [0.7549, -1.4358, -7.2434], [0.3255, -0.4758, -7.5268], [0.0747, -2.6115, -7.5870], [-0.8647, -2.5509, -8.1360], [0.5926, -3.8550, -7.2271], [0.0641, -4.7669, -7.4923], [1.7959, -3.9176, -6.5182], [2.2032, -4.8872, -6.2300], [2.4747, -2.7473, -6.1754], [3.4065, -2.8152, -5.6172], [3.1441, 0.0571, -4.6476], [-0.3090, -0.0983, -0.0945], [-0.8734, -1.7043, -0.7914], [-1.9363, -1.6877, -1.6978], [-2.3831, -0.7411, -1.9897], [-2.4436, -2.8792, -2.2302], [-3.2789, -2.8394, -2.9273], [-1.8768, -4.1035, -1.8855], [-2.2672, -5.0270, -2.3051], [-0.7983, -4.1321, -0.9989], [-0.3394, -5.0827, -0.7303], [-0.2961, -2.9455, -0.4564], [0.5463, -2.9882, 0.2307], [-1.4025, 1.2293, -0.7079], [-2.6410, 1.5756, -0.1288], [-2.9606, 1.1001, 0.7937], [-3.4654, 2.5351, -0.7261], [-4.4206, 2.7880, -0.2666], [-3.0668, 3.1717, -1.9042], [-3.7049, 3.9215, -2.3641], [-1.8440, 2.8369, -2.4823], [-1.5203, 3.3264, -3.3996], [-1.0204, 1.8676, -1.8890], [-0.0706, 1.6229, -2.3543], [4.1856, 0.1494, -6.8001], [1.5928, 0.2736, -0.7401], [3.3969, -0.5256, 6.0553], [1.7145, -0.7984, 5.0399], [2.0952, -2.7814, 5.0242], [0.7373, 0.1838, 6.5158], [0.6113, -0.3910, 7.7648], [-0.0827, 0.2959, 8.7735], [-0.6434, 1.5389, 8.5243], [-0.5272, 2.1291, 7.2577], [0.1829, 1.4682, 6.2546], [0.1942, 2.0735, 4.3822], [-1.4395, 3.2191, 4.3473], [2.1321, 2.5172, 4.0869], [4.2150, -0.9103, 5.4475], [3.3395, -1.0706, 7.0017], [3.5266, 0.5332, 6.2479], [2.6645, -3.0283, 5.9066], [1.1919, -3.3800, 5.0045], [2.6898, -2.9647, 4.1197], [1.0368, -1.3716, 7.9618], [-0.1898, -0.1668, 9.7565], [-1.1975, 2.0621, 9.3079], [-1.0016, 3.0904, 7.0621], [-1.2850, 4.0816, 4.9800], [-1.5891, 3.5177, 3.3059], [-2.2910, 2.6254, 4.6975], [2.4188, 3.2962, 4.7789], [2.7517, 1.6187, 4.2278], [2.2135, 2.8502, 3.0508]],
  "de_lowest_ev": 2.357,
  "gap_ha": 0.2277,
  "charge": 1,
  "homo_energy_ev": -9.467
}